C31H77CrN5O12 as an isolated structure in a non-equilibrium geometry. Source: OMol25; level of theory: ωB97M-V with the def2-TZVPD basis set.

Computed properties:
Total energy ... -3448.48386 Ha
Max |F| ... 1.8 eV Å⁻¹
Spin multiplicity ... 5
LUMO level (alpha / beta) ... 0.4 / 0.4 eV
HOMO level (alpha / beta) ... -6.7 / -8.1 eV

```
126
Properties=species:S:1:pos:R:3:lowdin_charge:R:1
Cr 25.4317 15.6197 -14.7817 0.8017
C 21.4359 16.7732 -14.8001 0.0104
C 22.8618 16.3158 -14.7688 -0.7055
O 23.1811 15.1530 -15.1730 -0.0788
O 23.7402 17.0581 -14.2566 -0.0850
H 20.8793 16.2583 -15.5822 0.0799
H 21.3837 17.8544 -14.9038 0.0656
H 20.9274 16.5005 -13.8707 0.0901
C 28.2774 17.1011 -12.4838 0.0125
C 27.5056 16.6751 -13.6941 -0.6737
O 26.6402 17.4516 -14.1936 -0.0507
O 27.6351 15.4921 -14.1723 -0.1174
H 29.1895 17.5756 -12.8496 0.0851
H 28.5788 16.2466 -11.8762 0.0606
H 27.7345 17.8082 -11.8650 0.0742
C 33.3343 17.5063 -14.2673 -0.0577
C 32.9307 16.3180 -13.4134 -0.5323
C 32.9421 15.0090 -14.1529 -0.0583
O 33.7550 16.2084 -12.2685 -0.0861
H 32.8381 17.5759 -15.2370 0.0780
H 34.4176 17.6116 -14.2969 0.0829
H 32.9594 18.4217 -13.7726 0.0702
H 31.8854 16.4960 -13.0993 0.1214
H 32.5487 14.1894 -13.5491 0.0588
H 33.9610 14.6966 -14.4290 0.0888
H 32.4150 15.0634 -15.1078 0.0804
H 33.6173 16.9809 -11.6655 0.0489
C 31.6695 19.3827 -10.3127 -0.0486
C 32.2223 18.3059 -9.4304 -0.4438
C 31.3529 17.0874 -9.2498 -0.2271
O 30.1313 17.4700 -8.6822 -0.1725
C 29.3523 16.3519 -8.3222 -0.0980
N 33.5552 17.9106 -9.9066 0.0398
H 32.3419 20.2443 -10.2748 0.0831
H 30.6948 19.7010 -9.9626 0.0818
H 31.5897 19.0551 -11.3490 0.0747
H 32.2990 18.7584 -8.4228 0.1450
H 31.8559 16.3388 -8.6194 0.1263
H 31.1944 16.6284 -10.2446 0.1249
H 29.8435 15.7328 -7.5610 0.0932
H 29.1087 15.7174 -9.1876 0.0744
H 28.4119 16.7349 -7.9216 0.0905
H 34.0831 18.7863 -9.9176 0.0914
H 34.0712 17.3205 -9.2578 0.0940
C 28.6470 11.7149 -10.6278 -0.0635
C 28.8135 13.0543 -11.3374 -0.4164
C 30.2840 13.3385 -11.5450 -0.2298
O 30.9668 13.3037 -10.3183 -0.1982
C 32.3141 13.7650 -10.3038 -0.0883
N 28.0840 12.9941 -12.6416 0.0639
H 27.6450 11.5427 -10.2221 0.0635
H 29.2883 11.7255 -9.7342 0.0785
H 28.9215 10.8466 -11.2324 0.0825
H 28.3276 13.8098 -10.7101 0.1196
H 30.3808 14.3248 -12.0404 0.1196
H 30.6823 12.5950 -12.2596 0.1324
H 32.9279 13.0226 -10.8341 0.0950
H 32.6185 13.8439 -9.2636 0.0842
H 32.4823 14.7414 -10.7745 0.0567
H 28.1203 13.8654 -13.1918 0.0402
H 28.5396 12.2881 -13.2185 0.0806
C 24.3681 16.2816 -11.2926 -0.0368
C 25.2959 15.0913 -11.4337 -0.3762
C 25.0001 14.0017 -10.4352 -0.2096
O 23.6984 13.5335 -10.6592 -0.1844
C 23.3984 12.4661 -9.8372 -0.1286
N 25.1927 14.5795 -12.7985 0.0526
H 24.7343 17.0930 -11.9206 0.0499
H 24.2888 16.6253 -10.2609 0.0951
H 23.3753 16.0313 -11.6699 0.0908
H 26.3211 15.4298 -11.2552 0.1324
H 25.0731 14.3708 -9.3995 0.1371
H 25.7266 13.1782 -10.5717 0.1165
H 23.5702 12.7207 -8.7800 0.0942
H 24.0646 11.5994 -10.0354 0.0895
H 22.3868 12.1175 -10.0073 0.0912
H 24.2878 14.0996 -12.8903 0.0947
H 25.8497 13.7899 -12.9457 0.0664
C 26.5181 22.7379 -13.3907 -0.1067
O 26.3701 22.5058 -12.0091 -0.1859
C 26.6384 21.1692 -11.6349 -0.2245
C 25.5172 20.2327 -12.0026 -0.2206
N 24.2302 20.6901 -11.4566 -0.0410
C 23.1291 19.8865 -11.9884 -0.1775
C 22.8247 20.1573 -13.4662 -0.2400
O 22.9910 21.5181 -13.7256 -0.1956
C 22.7883 21.8006 -15.0683 -0.1284
H 26.5184 23.8150 -13.5377 0.0872
H 25.6750 22.3144 -13.9559 0.0749
H 27.4504 22.2999 -13.7720 0.0901
H 26.8121 21.1698 -10.5591 0.1247
H 27.5313 20.8037 -12.1661 0.1157
H 25.7367 19.2240 -11.6277 0.1050
H 25.4781 20.1250 -13.1042 0.1178
H 24.1196 21.6413 -11.8061 0.0951
H 22.2701 20.1131 -11.3558 0.1132
H 23.4098 18.8396 -11.8901 0.0907
H 21.7664 19.8795 -13.6200 0.1186
H 23.4284 19.5370 -14.1363 0.0999
H 23.6025 21.3848 -15.6922 0.0904
H 22.8222 22.8797 -15.1955 0.0889
H 21.8503 21.3699 -15.4383 0.0883
C 24.5728 17.4861 -17.2387 -0.0648
O 25.5018 16.5379 -16.7910 -0.2452
C 25.7725 15.5584 -17.7688 -0.1965
C 26.6212 14.4532 -17.1830 -0.1641
N 25.9921 13.8695 -15.9925 -0.1005
C 25.1596 12.7305 -16.3176 -0.1919
C 24.5576 12.1193 -15.1175 -0.2144
O 25.6276 11.8436 -14.2294 -0.2147
C 25.2131 11.1572 -13.0875 -0.1056
H 23.6520 16.9760 -17.5373 0.1071
H 25.0197 18.0958 -18.0248 0.1053
H 24.3319 18.1351 -16.4005 0.0913
H 26.3197 15.9775 -18.6274 0.1391
H 24.8197 15.1856 -18.1755 0.1339
H 27.5876 14.8703 -16.9022 0.1317
H 26.7694 13.7320 -17.9986 0.1315
H 26.7777 13.4952 -15.4505 0.1180
H 25.7198 11.9634 -16.8681 0.1339
H 24.3389 13.0425 -16.9699 0.1364
H 24.0318 11.1850 -15.3544 0.1339
H 23.8520 12.7996 -14.6195 0.1151
H 24.5927 10.2879 -13.3534 0.0958
H 24.6191 11.8115 -12.4371 0.0730
H 26.1132 10.8029 -12.5987 0.0829
```

***

One molecule with the formula C8H8O2 in a non-equilibrium geometry. Source: OMol25; level of theory: ωB97M-V with the def2-TZVPD basis set.

Computed properties:
Total energy ... -459.99259 Ha
Energy relative to the best compared isomer or geometry (same formula, charge and spin) ... 236.9 kJ/mol
Max |F| ... 6.4 eV Å⁻¹
SMILES ... C#CC1(C)C(=O)CCC1=O
Spin multiplicity ... 1
LUMO level ... 0.5 eV
HOMO level ... -8.8 eV

```
18
Properties=species:S:1:pos:R:3:lowdin_charge:R:1
C 1.0074 1.9686 -1.5961 0.1592
C 0.5327 1.3761 -0.6046 -0.1271
C 0.0569 0.5642 0.4243 -0.3286
C 0.2505 1.1977 1.8697 -0.0053
C 0.8854 -1.0841 0.4138 -0.2758
O 1.7185 -1.4089 1.1877 0.1527
C 0.3279 -1.6915 -0.7634 -0.0778
C -1.2005 -1.2128 -0.7662 -0.0344
C -1.3115 0.1502 -0.0598 -0.3929
O -2.2744 0.7730 0.2174 0.1445
H 1.2561 2.4588 -2.5517 0.0449
H -0.4913 2.0017 2.0739 0.0879
H 1.3385 1.6077 1.7926 0.1193
H 0.1809 0.4588 2.6479 0.0625
H 0.8878 -1.2707 -1.5058 0.0957
H 0.4465 -2.7913 -0.8218 0.1411
H -1.9093 -1.7768 -0.2179 0.1072
H -1.7021 -1.3208 -1.7398 0.1270
```

***

A 2-piece molecular cluster, C3H7OS overall in a non-equilibrium geometry. Source: OMol25; level of theory: ωB97M-V with the def2-TZVPD basis set.

Computed properties:
Total energy ... -591.89119 Ha
Energy relative to the best compared isomer or geometry (same formula, charge and spin) ... 202.4 kJ/mol
Max |F| ... 3.9 eV Å⁻¹
Net charge ... -1
Spin multiplicity ... 1
LUMO level ... 4.1 eV
HOMO level ... -2.6 eV

```
12
Properties=species:S:1:pos:R:3:lowdin_charge:R:1
O -3.9227 0.4364 -1.5400 -0.1215
C -2.6821 0.4997 -1.3021 -0.1792
H -2.0532 0.0900 -0.4882 -0.0045
H -2.0304 0.9761 -2.0786 0.0380
C 2.0533 -0.2113 1.0259 -0.2851
C 0.6160 -0.3789 0.6212 -0.8370
S 0.3302 -0.4764 -1.1818 0.1646
H 2.5998 0.0568 0.0203 0.0480
H 2.6966 -1.1056 1.4181 0.0747
H 2.1201 0.6592 1.6683 0.0242
H 0.2257 0.7207 0.9291 0.0701
H 0.0467 -1.2668 0.9078 0.0075
```

***

One molecule with the formula C3H6N4O in a non-equilibrium geometry. Source: OMol25; level of theory: ωB97M-V with the def2-TZVPD basis set.

Computed properties:
Total energy ... -411.93516 Ha
Energy relative to the best compared isomer or geometry (same formula, charge and spin) ... 718.8 kJ/mol
Max |F| ... 7.3 eV Å⁻¹
SMILES ... [H]/N=c1\cc(N)[nH]n1O
Spin multiplicity ... 1
LUMO level ... 0.0 eV
HOMO level ... -8.1 eV

```
14
Properties=species:S:1:pos:R:3:lowdin_charge:R:1
H -0.2423 1.3183 2.2551 0.1168
N -0.8738 1.8184 1.3357 0.0665
C -0.3882 0.6785 0.7400 -0.5596
C 0.0728 -0.4901 1.2856 0.0125
C 0.4572 -1.2491 0.1202 -0.3366
N 0.7005 -2.5831 -0.3490 0.0264
N 0.3388 -0.4814 -1.0027 0.0572
N -0.4023 0.6802 -0.6030 -0.1811
O 0.0187 1.7361 -1.2786 0.0362
H -0.1955 -0.8098 2.3523 0.1409
H 0.1039 -3.4882 0.2873 0.2032
H 0.0920 -2.8697 -1.2098 0.1117
H 1.3134 -0.0958 -1.3220 0.1996
H -0.4152 2.3811 -0.6764 0.1063
```

***

A 10-piece molecular cluster, C27H78N4O14 overall in a non-equilibrium geometry. Source: OMol25; level of theory: ωB97M-V with the def2-TZVPD basis set.

Computed properties:
Total energy ... -2347.54987 Ha
Max |F| ... 3.2 eV Å⁻¹
SMILES ... COCCNCCOC.COCCNCCOC.COCCNCCOC.COCCNCCOC.CO.CO.CO.O.O.O
Spin multiplicity ... 1
LUMO level ... 0.3 eV
HOMO level ... -8.3 eV

```
123
Properties=species:S:1:pos:R:3:lowdin_charge:R:1
C 9.7865 -9.6165 -9.7781 -0.1528
O 11.1491 -9.5692 -9.5154 -0.1914
C 11.6404 -8.2209 -9.8245 -0.1824
C 13.0575 -8.1707 -9.2656 -0.2100
N 13.9167 -9.1766 -9.8815 -0.0581
C 15.2884 -9.1745 -9.4288 -0.1822
C 15.9750 -10.4347 -10.0611 -0.1675
O 15.7639 -11.4728 -9.0954 -0.2170
C 16.6087 -12.5911 -9.3312 -0.1223
H 9.1905 -8.9824 -9.1218 0.0846
H 9.5269 -10.6590 -9.5937 0.0891
H 9.5153 -9.4030 -10.8120 0.0858
H 11.0427 -7.5156 -9.2471 0.1164
H 11.6521 -8.0108 -10.8940 0.1223
H 13.0120 -8.4122 -8.2037 0.1184
H 13.4985 -7.1754 -9.3196 0.1187
H 13.5228 -10.0804 -9.6617 0.1075
H 15.3982 -9.2638 -8.3481 0.1008
H 15.8757 -8.3065 -9.7286 0.0913
H 17.0514 -10.3453 -10.2078 0.0999
H 15.5944 -10.7628 -11.0283 0.1238
H 16.5040 -13.4529 -8.6720 0.0871
H 17.6552 -12.2921 -9.2715 0.0703
H 16.5325 -13.0521 -10.3160 0.0848
C 13.5818 -2.5281 -11.6437 -0.0915
O 14.2384 -2.9359 -10.3873 -0.1868
C 15.4745 -2.1815 -10.1978 -0.2211
C 15.8885 -2.3731 -8.7590 -0.1503
N 16.5448 -3.7704 -8.5422 -0.0448
C 17.8789 -3.8605 -9.0742 -0.2295
C 18.9803 -3.4890 -8.0814 -0.1843
O 19.2587 -4.4295 -7.0158 -0.2066
C 20.3277 -5.2970 -7.1610 -0.1320
H 13.9938 -2.9497 -12.5606 0.0788
H 13.4368 -1.4570 -11.7848 0.0780
H 12.5671 -2.9170 -11.5577 0.0787
H 15.4080 -1.1344 -10.4931 0.1163
H 16.2373 -2.5711 -10.8719 0.1033
H 15.0340 -2.3334 -8.0836 0.1155
H 16.5667 -1.6210 -8.3558 0.1046
H 16.5793 -3.9657 -7.5519 0.0940
H 17.9853 -3.3179 -10.0135 0.1078
H 18.1070 -4.9007 -9.3068 0.0993
H 18.8171 -2.5517 -7.5495 0.1192
H 19.9088 -3.3422 -8.6330 0.1143
H 20.3194 -5.8500 -8.1003 0.0678
H 20.1221 -5.9969 -6.3511 0.0926
H 21.2953 -4.8040 -7.0670 0.0881
C 22.1727 -8.3665 -13.3994 -0.1051
O 22.6535 -8.8309 -14.6645 -0.1700
C 24.0952 -8.9531 -14.5984 -0.2113
C 24.5971 -9.4034 -15.9632 -0.2198
N 24.3248 -10.8209 -16.2569 -0.0731
C 24.6288 -11.0276 -17.6722 -0.1947
C 23.9378 -12.3682 -18.1203 -0.1814
O 24.0011 -12.6250 -19.5481 -0.2207
C 23.5342 -13.9147 -19.9012 -0.1135
H 22.4703 -7.3458 -13.1593 0.0900
H 22.3805 -8.9645 -12.5121 0.0768
H 21.0848 -8.3122 -13.4385 0.0611
H 24.4773 -9.6784 -13.8800 0.1184
H 24.5012 -8.0138 -14.2229 0.1163
H 25.6840 -9.3557 -15.8961 0.1199
H 24.1607 -8.8108 -16.7672 0.1147
H 23.3296 -10.8339 -16.0853 0.0952
H 25.7125 -11.0757 -17.7779 0.1186
H 24.2380 -10.2125 -18.2813 0.1102
H 22.9069 -12.2215 -17.7982 0.1109
H 24.2726 -13.3115 -17.6887 0.1125
H 23.4940 -13.9746 -20.9888 0.0935
H 22.5682 -13.9643 -19.3988 0.0792
H 24.1102 -14.6620 -19.3554 0.0792
C 17.0877 -7.3117 -7.0113 -0.1068
O 16.6773 -8.5382 -6.4466 -0.1900
C 17.5220 -9.6621 -6.6163 -0.2097
C 16.8916 -11.0120 -6.3473 -0.2074
N 16.7225 -11.2988 -4.9314 -0.0783
C 15.6284 -10.5523 -4.3064 -0.1854
C 15.5493 -10.7690 -2.7444 -0.1838
O 16.5151 -9.9993 -1.9687 -0.1796
C 16.4207 -10.2236 -0.5643 -0.1294
H 17.8476 -7.3582 -7.7913 0.0765
H 17.4700 -6.6305 -6.2511 0.0811
H 16.2680 -6.7180 -7.4159 0.0771
H 18.5031 -9.5789 -6.1487 0.1300
H 17.7614 -9.7763 -7.6735 0.0922
H 17.4869 -11.8269 -6.7592 0.1108
H 15.9080 -11.1087 -6.8068 0.1063
H 16.4560 -12.2575 -4.7583 0.0986
H 14.7022 -10.8848 -4.7751 0.1142
H 15.8070 -9.4936 -4.4943 0.1100
H 15.4850 -11.8378 -2.5406 0.1105
H 14.5497 -10.4062 -2.5053 0.1061
H 17.1066 -9.5927 0.0010 0.0808
H 16.6043 -11.2431 -0.2252 0.0806
H 15.4496 -9.9210 -0.1728 0.0773
C 18.5082 -8.5385 -14.9186 -0.1795
O 18.2475 -9.2302 -13.7313 -0.1208
H 18.4723 -7.4602 -14.7636 0.0718
H 19.4509 -8.8512 -15.3676 0.0749
H 17.7196 -8.6655 -15.6603 0.0738
H 18.7940 -8.7986 -13.0705 0.0026
C 20.0834 -4.8316 -12.7211 -0.2239
O 20.9010 -4.4114 -13.7052 -0.0839
H 19.3384 -4.0474 -12.5864 0.0774
H 19.4777 -5.7260 -12.8672 0.0538
H 20.5935 -5.0402 -11.7806 0.0833
H 20.4117 -3.8517 -14.3126 0.0879
C 19.8464 -8.3702 -10.4162 -0.1342
O 19.4384 -8.0220 -11.6764 -0.1663
H 19.2164 -9.2154 -10.1393 0.0728
H 20.9040 -8.6201 -10.5006 0.0801
H 19.6912 -7.5472 -9.7186 0.0712
H 18.5655 -7.6760 -11.4765 0.0205
O 17.0515 -6.7722 -11.5052 -0.0203
H 16.5300 -6.3648 -10.8137 0.0475
H 16.4063 -7.1725 -12.0881 0.0699
O 22.7134 -11.2655 -9.4709 -0.0368
H 23.1426 -11.3072 -8.6163 0.0526
H 23.0700 -10.4772 -9.8804 0.0428
O 20.0916 -10.8669 -8.3249 -0.0571
H 19.9152 -11.6319 -7.7774 0.0341
H 20.8335 -11.1281 -8.8704 -0.0113
```

***

One molecule with the formula C3H3NS3. Source: OMol25; level of theory: ωB97M-V with the def2-TZVPD basis set.

Computed properties:
Total energy ... -1365.37657 Ha
Energy relative to the best compared isomer or geometry (same formula, charge and spin) ... 159.7 kJ/mol
Max |F| ... 0.7 eV Å⁻¹
SMILES ... S=CN(C=S)C=S
Spin multiplicity ... 1
LUMO level ... -1.1 eV
HOMO level ... -8.7 eV

```
10
Properties=species:S:1:pos:R:3:lowdin_charge:R:1
S -2.6419 -0.7628 0.0972 0.6997
C -1.0658 -0.9366 -0.1660 -0.6760
N -0.0188 0.0018 -0.0111 -0.2507
C -0.1734 1.3811 0.2473 -0.6948
S -1.4162 2.3189 -0.1285 0.7182
C 1.2727 -0.5153 -0.0856 -0.6659
S 2.6815 0.2772 0.0146 0.7163
H -0.6220 -1.9098 -0.4563 0.0673
H 0.7237 1.7532 0.7248 0.0179
H 1.2603 -1.6077 -0.2363 0.0679
```

***

Q: Look up the spin multiplicity of the first one.
A: 5

***

Q: What is the formula in the third record?
A: C3H7OS

***

Q: spin multiplicity of number 4 (C3H6N4O)?
A: 1

***

What did the fourth record say?
One molecule with the formula C3H6N4O in a non-equilibrium geometry. Source: OMol25; level of theory: ωB97M-V with the def2-TZVPD basis set.

Computed properties:
Total energy ... -411.93516 Ha
Energy relative to the best compared isomer or geometry (same formula, charge and spin) ... 718.8 kJ/mol
Max |F| ... 7.3 eV Å⁻¹
SMILES ... [H]/N=c1\cc(N)[nH]n1O
Spin multiplicity ... 1
LUMO level ... 0.0 eV
HOMO level ... -8.1 eV

```
14
Properties=species:S:1:pos:R:3:lowdin_charge:R:1
H -0.2423 1.3183 2.2551 0.1168
N -0.8738 1.8184 1.3357 0.0665
C -0.3882 0.6785 0.7400 -0.5596
C 0.0728 -0.4901 1.2856 0.0125
C 0.4572 -1.2491 0.1202 -0.3366
N 0.7005 -2.5831 -0.3490 0.0264
N 0.3388 -0.4814 -1.0027 0.0572
N -0.4023 0.6802 -0.6030 -0.1811
O 0.0187 1.7361 -1.2786 0.0362
H -0.1955 -0.8098 2.3523 0.1409
H 0.1039 -3.4882 0.2873 0.2032
H 0.0920 -2.8697 -1.2098 0.1117
H 1.3134 -0.0958 -1.3220 0.1996
H -0.4152 2.3811 -0.6764 0.1063
```